A 19-piece molecular cluster, C27H96O31P4 overall. Source: the Open Molecules 2025 dataset; level of theory: the ωB97M-V functional and the def2-TZVPD basis.

Calculated values
HOMO energy = -9.85 eV
electronic energy = -4784.08260 a.u.
Kohn-Sham gap = 9.8 eV
M = 1040.9 g/mol
lowest unoccupied orbital energy = -0.06 eV
2S+1 = 1
F_max = 0.06058 hartree/bohr

XYZ file:
```
158
Properties=species:S:1:pos:R:3:forces:R:3
P -9.6258 12.8471 -19.4868 -0.81 1.21 -0.62
H -2.9073 11.9834 -16.3899 -0.15 0.40 -0.19
O -18.2791 16.9901 -16.9167 0.28 0.82 -2.99
H -11.2087 3.8684 -19.5376 -0.06 -0.02 0.12
H -7.1122 9.2015 -24.9036 -0.81 -0.23 -0.43
H -10.0636 5.4820 -15.7568 0.07 -0.51 -0.16
H -8.9611 11.0331 -30.0347 -0.15 0.28 0.43
H -14.2425 15.7505 -23.6246 0.67 0.55 -0.16
H -6.9882 10.9668 -15.7558 0.14 -0.21 -0.30
O -9.5529 5.4434 -14.9448 0.15 -1.34 -0.03
C -5.4876 7.4525 -18.6664 -0.84 0.55 0.43
H -6.0271 10.3244 -25.5415 0.29 0.05 -0.36
O -18.5378 18.3612 -19.1133 0.81 -2.08 1.15
C -10.5137 5.2414 -20.7126 -0.14 -0.79 -0.25
H -8.4876 17.5341 -14.3527 -0.17 0.09 0.30
C -8.8931 18.4128 -25.1924 -0.42 0.90 0.57
H -18.3926 15.3348 -15.7033 -0.67 0.39 0.27
H -13.6829 11.7021 -14.0434 -0.37 0.30 0.07
H -18.3604 9.4477 -28.7881 0.83 0.08 0.50
C -2.0227 13.6900 -16.9668 -0.99 -0.25 -0.40
H -15.4527 10.3029 -14.9693 -0.06 0.01 0.01
H -10.1043 21.9088 -16.6186 -0.02 0.11 -0.05
H -6.5875 17.8562 -12.8319 -0.14 0.08 -0.15
H -2.8413 18.6977 -22.1161 -0.21 0.31 -0.08
H -11.7287 19.5528 -12.9446 -0.02 0.57 -0.10
C -17.7084 16.1452 -15.9547 0.27 -1.38 0.48
C -15.7579 11.7116 -26.7719 0.86 -0.07 0.75
O -12.3818 20.7567 -19.1230 -0.33 0.45 0.51
C -12.7303 19.2907 -13.2856 0.48 -1.03 -0.03
H -15.4570 5.2186 -22.3155 0.71 -0.55 0.09
H -8.4200 13.3947 -26.2595 -0.07 -0.36 0.43
H -11.4566 12.5944 -21.9205 -0.12 -0.15 -0.11
H -10.6943 18.0789 -24.3643 0.11 0.29 -0.26
P -17.2957 12.6954 -28.7097 -0.26 -0.27 0.62
H -16.7683 6.7144 -23.2136 -0.06 0.07 0.01
H -12.5720 18.4812 -13.9981 -0.14 -0.07 -0.06
H -10.5927 7.1127 -14.4926 -0.22 0.20 0.57
H -9.7868 4.5197 -21.0853 0.31 -0.02 0.18
C -17.3480 14.6367 -19.0149 0.07 -0.69 0.77
H -14.5235 6.4731 -23.1776 0.65 -0.31 0.19
C -8.6756 10.1932 -29.4014 0.25 -0.50 -2.23
C -8.5266 12.5246 -26.9073 -0.20 0.22 -0.14
H -13.2716 21.5876 -20.8903 -0.29 -0.06 0.32
H -17.4535 16.7163 -15.0620 0.15 -0.11 -0.16
H -15.1650 18.4438 -24.0299 0.01 -0.19 0.09
H -2.6338 14.4311 -16.4517 -0.12 0.02 0.19
C -17.6686 8.0977 -19.7600 0.70 -0.88 1.33
O -7.4235 9.8456 -26.9340 -0.87 -0.61 -0.80
H -7.1502 18.5116 -14.9253 0.08 -0.03 -0.23
C -18.2994 15.0486 -27.9562 -0.12 -0.50 0.27
H -17.5245 15.7882 -27.7551 -0.16 0.14 -0.56
O -16.3706 6.1136 -23.8480 -0.92 0.04 -0.88
H -10.5597 15.4508 -20.2224 0.41 -0.26 -0.05
H -17.5837 8.9180 -19.0472 0.08 0.05 0.21
H -13.2644 10.3869 -15.0950 0.45 0.10 -0.21
C -10.4783 15.3972 -19.1368 -0.84 0.29 -0.04
H -7.3372 12.8948 -14.6270 0.78 0.37 -0.17
P -9.0013 9.9150 -26.7907 -1.62 0.77 1.84
O -6.6364 17.1295 -13.4573 -0.06 -0.49 -0.59
H -9.0792 6.9455 -13.5471 -0.08 -0.62 0.02
O -9.8556 17.6340 -24.5066 0.03 -0.62 -0.09
H -9.6006 23.8830 -15.4646 0.19 0.18 0.27
H -9.1401 12.8839 -27.7335 -0.10 -0.33 -0.18
H -20.2343 17.0614 -19.2835 0.28 -0.01 0.57
H -14.7183 11.9979 -26.6125 -0.12 0.06 0.40
C -8.8559 23.2909 -15.9966 -0.56 -0.27 -0.94
H -13.9578 19.4652 -11.8042 -0.04 -0.10 0.21
O -11.1748 12.4874 -19.8955 2.00 1.15 1.11
H -10.0178 6.2112 -20.6717 -0.29 -0.06 0.47
C -9.5657 6.7477 -14.5022 -0.32 1.98 -0.44
H -7.3682 16.8092 -15.4190 0.69 -0.16 0.28
H -4.2533 17.8315 -22.7450 0.08 -0.31 -0.11
H -7.8824 23.2987 -15.5065 -0.19 0.07 -0.03
O -6.3494 11.0401 -15.0430 -0.03 1.18 0.81
H -15.0650 16.7479 -22.3991 -0.32 -0.64 0.21
H -18.6720 14.9732 -28.9778 0.34 0.53 -0.01
C -19.9384 18.1104 -19.2657 -0.65 0.62 -0.96
H -19.4600 10.1819 -29.7095 -0.18 1.04 -0.50
H -6.3980 8.9175 -19.4708 0.00 0.28 -0.29
H -11.2821 5.2498 -21.4856 -0.25 0.35 0.05
H -17.7209 10.3624 -30.1599 -0.15 0.14 -0.07
O -8.8728 11.7432 -18.8627 -0.62 1.13 -0.03
O -9.8158 14.2328 -18.6310 0.27 -1.44 -0.21
H -4.9412 6.5469 -18.9299 -0.14 0.26 -0.38
H -7.9752 11.5234 -13.9330 -0.04 -0.14 0.84
H -8.7931 9.3324 -30.0597 -0.42 -0.28 0.13
O -2.5914 16.6941 -22.1364 -0.29 -0.58 0.19
H -7.5910 10.2081 -29.2939 -0.15 0.35 1.10
H -7.9278 17.9595 -24.9672 -0.05 0.10 -0.37
H -11.5014 15.4666 -18.7672 -0.10 -0.51 0.13
H -18.0362 14.0558 -18.4010 -0.08 -0.13 -0.09
O -15.1473 11.0692 -15.4604 -0.10 0.37 0.20
H -7.7558 14.8073 -21.7120 0.12 -0.02 0.22
C -3.1637 17.8515 -22.7228 1.02 0.27 0.12
C -6.6300 9.4683 -25.8441 1.42 -0.04 1.30
H -13.2398 20.0852 -13.8307 0.01 0.18 0.31
H -6.4557 12.1844 -13.2184 0.20 -0.26 -0.39
H -16.4270 14.7180 -18.4375 0.11 0.39 -0.12
O -17.9694 15.8837 -19.3080 0.22 1.34 0.50
H -9.0824 7.3864 -15.2415 0.40 0.29 0.00
H -16.4119 12.2157 -26.0603 -0.06 0.49 -0.44
O -17.9830 8.5270 -21.0151 -0.75 1.05 -1.91
O -8.9484 13.4276 -20.8358 -2.06 -0.56 0.69
C -15.1812 5.6117 -23.2940 -0.34 0.86 0.34
H -11.5393 21.7786 -20.6346 -0.01 -0.09 -0.14
H -12.2002 20.1598 -21.0187 0.05 0.27 -0.69
H -8.7950 23.6517 -17.0233 0.46 0.72 0.11
H -12.9459 19.9904 -18.9959 -0.12 0.01 0.03
H -20.5079 18.7307 -18.5736 0.12 -0.39 0.32
H -18.8222 8.9844 -20.9244 -0.08 0.12 -0.50
H -5.0302 7.8979 -17.7830 0.57 0.27 -0.18
H -1.8818 16.3847 -22.7041 -0.09 -0.02 0.10
H -2.4223 13.5773 -17.9747 0.06 0.25 -0.22
C -7.4235 17.5119 -14.5876 -0.42 0.50 0.39
H -16.8878 15.5222 -16.3105 0.65 0.73 -0.13
C -12.3804 21.0992 -20.4962 0.69 -0.59 0.02
O -18.3506 11.4788 -28.5224 0.00 2.28 0.92
O -5.6544 8.3815 -19.7558 0.45 -0.62 0.53
H -1.0234 14.1175 -17.0484 0.16 -0.59 0.26
H -7.4300 14.6264 -19.9289 -0.67 0.35 0.09
O -17.7394 13.7762 -27.5826 0.35 -1.64 -0.52
H -19.1386 15.2448 -27.2888 0.02 -0.11 0.02
H -16.7005 7.6055 -19.8533 -0.04 -0.13 0.39
H -13.3848 12.0457 -15.7706 0.00 -0.11 0.10
P -17.6063 17.2120 -18.4331 0.18 0.66 0.52
H -10.9026 11.0112 -21.3013 -0.05 -0.05 -0.18
O -15.9587 12.0087 -28.1511 -0.98 0.65 -0.28
O -17.1698 13.2775 -30.0499 -0.01 -0.52 0.39
O -14.4328 17.8312 -23.9296 1.94 1.74 -1.12
O -16.1738 17.6025 -18.4369 -1.55 -0.71 0.16
H -5.9875 8.6379 -26.1369 -0.01 0.12 -0.04
H -6.4866 7.2244 -18.2948 -0.08 -0.70 -0.12
O -9.6826 8.9162 -25.8994 1.34 1.85 -1.96
H -12.5714 11.5244 -20.9843 0.07 0.12 -0.11
O -13.4572 18.7404 -12.1859 -0.28 0.45 -0.34
O -11.0574 4.8121 -19.4481 0.43 0.56 -0.53
H -8.9044 19.4396 -24.8266 0.30 0.12 0.46
C -14.8749 16.6239 -23.4652 -1.79 -0.88 0.55
H -20.2099 18.4694 -20.2584 0.15 0.12 -0.09
C -18.4499 10.3776 -29.3496 -0.18 -2.06 -0.72
H -18.4276 7.3928 -19.4209 0.14 -0.25 0.43
C -7.0063 11.9794 -14.1365 -1.04 -0.91 -0.87
O -2.0541 12.4193 -16.3294 1.01 0.17 0.38
H -9.0741 18.5807 -26.2540 -0.01 -0.81 -0.29
H -17.1077 14.0626 -19.9098 -0.26 0.42 -0.21
O -9.5442 10.0723 -28.2949 1.03 -0.41 1.15
C -7.7287 14.1348 -20.8547 1.15 -0.91 -0.02
O -9.2803 21.9492 -16.1276 0.09 -0.84 0.61
H -10.0274 16.3156 -18.7608 0.63 -0.34 -0.02
H -14.7525 4.8882 -23.9876 -0.07 -0.05 0.30
H -15.8344 10.6613 -26.4908 -0.15 -0.27 -0.77
C -13.8053 11.3326 -15.0615 0.07 -0.65 -0.20
H -7.5357 12.2602 -27.2765 -0.02 -0.15 0.02
H -6.9815 13.3485 -20.9613 0.43 0.31 -0.48
H -2.7175 17.9636 -23.7110 -0.52 0.32 -0.23
O -9.1659 11.4411 -26.2125 0.08 -0.71 -0.21
C -11.5455 11.8704 -21.1105 0.23 -0.37 -0.34
H -15.7813 16.4095 -24.0313 -0.47 -0.56 0.46
```
Positions in Å, forces in eV/Å.


A 26-piece molecular cluster, C27H97Cl2FN2O33S overall. Source: the Open Molecules 2025 dataset; level of theory: the ωB97M-V functional and the def2-TZVPD basis.

Calculated values
HOMO energy = -9.15 eV
electronic energy = -5097.77239 a.u.
Kohn-Sham gap = 9.0 eV
M = 1100.0 g/mol
lowest unoccupied orbital energy = -0.12 eV
2S+1 = 1
F_max = 0.05323 hartree/bohr

XYZ file:
```
163
Properties=species:S:1:pos:R:3:forces:R:3
H 6.2111 -2.7759 -0.0476 -0.07 0.15 -0.04
H -0.6329 3.9734 0.2791 -0.02 0.14 -0.11
H -12.2507 -0.3244 0.5504 -0.02 0.06 -0.04
O 0.7965 1.7616 1.6556 -0.29 -1.08 0.19
C 2.5697 -1.6128 -0.1338 0.00 0.48 -0.28
C -5.9805 2.0884 -2.1620 -0.07 -0.70 0.01
H -6.3641 4.6186 -4.0066 -0.02 -0.03 0.00
O 7.8818 -1.2199 -4.2868 0.24 0.11 -0.14
C -0.7857 -0.9212 -2.1779 -0.53 0.17 0.46
C -4.9879 3.3119 0.4965 0.10 0.16 -0.24
O -3.1575 -4.5591 -2.4524 0.19 -0.17 -0.40
O -6.4887 4.5461 5.7367 -0.06 0.02 -0.06
H 7.7591 -0.7623 -5.1248 -0.03 0.00 0.01
O -0.5304 7.6406 3.4182 0.14 0.02 -0.03
H 3.4364 4.9833 0.7865 -0.06 0.08 0.06
H -5.2512 5.0770 -4.9357 -0.01 -0.03 -0.06
H -3.8552 -5.1564 -2.1662 0.04 -0.01 0.04
S 1.9063 0.9337 1.2357 -0.30 2.70 0.33
O -9.5310 -0.3282 -1.8427 0.10 -0.11 -0.16
O 3.1664 1.5534 1.5124 0.26 -0.88 0.01
C 1.0578 -2.7380 1.6886 -0.64 0.75 0.21
C 1.7346 6.3402 -1.4579 0.28 -0.29 0.37
O -2.6118 -2.9835 4.3257 -0.10 0.04 0.01
H -3.6753 -2.0751 -1.3799 0.23 -0.20 -0.16
H 12.2146 -5.3380 -0.3455 0.13 0.03 0.09
H -1.2684 3.3861 -1.2481 0.08 0.14 -0.12
H 5.2405 -0.3306 4.1058 -0.03 0.00 -0.04
H -2.8746 -2.1437 -2.9445 -0.13 0.04 -0.08
H 1.9106 -3.3595 -3.9088 -0.16 0.05 0.01
H 7.0172 -2.9802 -1.5874 0.00 0.14 -0.03
H -6.9203 0.4381 -3.2066 0.01 -0.11 0.11
O -1.1735 -4.6296 -0.2097 0.57 0.00 0.03
O -0.5530 5.1783 -5.4445 -0.02 0.09 -0.07
H -0.3717 -0.1503 -2.8257 -0.03 -0.13 0.05
C 1.6027 -0.7563 -1.0268 0.13 -0.15 0.37
H 8.7484 -3.5588 0.2757 0.00 0.00 0.01
H 2.0770 -4.4749 4.3535 -0.02 -0.01 -0.05
H -0.6368 -3.0728 2.9094 0.12 0.04 0.28
H -2.9641 -3.4253 5.1047 -0.01 -0.04 -0.03
C -0.4314 5.3779 -1.3657 -0.55 -0.38 0.26
H -7.8174 2.7762 2.6683 0.10 -0.11 -0.03
H 3.0617 -2.3285 3.2031 0.15 -0.42 -0.12
O -9.6898 -2.5759 0.4652 0.07 -0.12 0.08
O 13.4665 -3.8426 0.6785 -0.03 -0.01 0.00
O 11.7794 -6.1924 -0.4545 -0.08 0.04 -0.02
H -2.7324 -2.0448 4.5070 0.01 -0.01 -0.04
C -4.5204 -0.7162 -2.7685 0.12 -0.20 -0.08
H -4.2046 0.2131 -3.2627 0.05 -0.11 -0.02
H 4.7261 -3.1864 -3.6234 0.11 -0.01 0.09
C 4.5719 -1.1402 2.3270 0.40 -0.11 0.51
H 1.5336 4.7482 2.4311 0.01 -0.03 0.00
H -1.2947 5.7399 -5.1984 0.00 -0.02 -0.01
C 4.2040 -3.3076 -1.2476 -0.09 -0.51 -0.30
C -6.2987 2.6773 0.1128 -0.37 -0.50 0.04
C 1.7191 0.7579 -0.6063 0.34 -0.62 -0.53
H 2.2300 -4.7647 -3.4246 0.18 0.08 -0.20
H 0.4781 -2.9898 0.8081 0.21 -0.13 -0.19
H 12.1994 -6.7537 0.2033 0.01 0.00 -0.01
H 2.6962 -3.7921 0.0875 -0.11 0.05 -0.06
C 0.0584 -2.2526 2.7300 0.09 -0.49 -0.64
H 9.8354 -2.5034 0.3130 0.00 -0.01 0.22
H 3.6219 -0.4980 4.0604 0.01 0.03 -0.04
H 1.5331 3.3579 -0.1736 0.00 0.28 -0.16
H -0.5658 -4.9834 0.4504 -0.08 -0.08 -0.05
H -6.1569 -1.3091 -1.5171 0.25 0.01 0.31
H 11.6110 -2.9110 2.9291 -0.19 0.01 0.12
C 6.3296 -2.3326 -1.0401 -0.23 0.10 0.22
O -0.4280 2.5218 -4.1088 0.02 -0.23 0.08
O 4.5813 -4.4594 -1.2670 -0.14 0.33 -0.04
H 6.2226 -2.2311 -3.4642 -0.08 -0.22 0.16
H 0.2153 5.6165 -5.0630 -0.01 -0.05 0.07
H -2.4509 0.5110 -1.9839 0.22 -0.03 -0.08
H -0.3270 7.5103 4.3493 -0.04 -0.02 -0.02
H 0.4416 3.6904 2.5884 0.06 0.26 0.07
H 0.4602 1.4337 -2.1434 -0.09 -0.19 0.19
H -9.1460 -3.0107 1.1295 0.08 0.01 -0.07
H 0.3378 -5.6564 -2.8221 -0.20 0.07 -0.06
H -6.1223 5.0252 6.4895 -0.03 0.04 0.02
H -4.9101 2.0277 -1.9195 -0.08 0.29 0.10
H 8.8366 -1.2885 -4.1856 -0.01 -0.02 0.04
O 8.8785 -2.6057 0.3233 0.03 -0.07 -0.16
H -9.7613 -0.9215 -1.1165 -0.02 0.01 0.00
H -7.5330 6.7761 8.2234 0.00 -0.03 -0.03
H 6.7497 -1.3377 -0.8959 0.10 -0.11 -0.22
H 0.4937 2.7754 -4.2193 -0.02 0.04 -0.03
H 1.8558 -5.7602 5.1330 0.01 0.00 0.03
O 0.7540 5.7218 -2.1227 -0.18 0.75 -0.09
O -6.7030 2.8691 -1.1722 0.31 0.25 0.01
O 0.5816 4.6478 2.5745 0.03 0.06 -0.18
C 5.1735 -2.2877 -3.1877 -0.42 0.65 -0.12
Cl 3.2426 1.4363 -1.2767 0.02 -0.07 0.20
C -6.5693 0.6614 -2.1943 0.29 0.55 -0.06
H -0.6036 6.1070 -0.5719 0.38 0.02 -0.06
C 2.1941 -1.6973 1.3676 0.64 -1.56 0.33
H -10.5304 -3.0423 0.4898 -0.03 0.07 -0.03
C 3.4281 -2.1574 2.1858 -0.04 1.08 -0.02
H -0.9865 -5.2491 -3.4082 0.50 0.00 -0.13
H 0.5324 -1.9159 3.6519 -0.15 0.03 -0.03
H -0.8800 2.9877 -4.8218 0.05 0.15 0.06
N 4.4331 -0.2636 3.5023 -0.11 -0.02 -0.07
C 0.5717 1.6421 -1.0761 0.07 0.48 -0.66
H 5.4882 -1.7264 2.4617 -0.06 0.02 -0.21
C -2.1999 -0.5110 -1.6774 -0.19 -0.30 -0.15
C -0.4439 3.9483 -0.7976 0.14 -0.24 0.01
F 1.6223 -3.9551 2.1293 -0.02 0.13 -0.06
H 1.4131 2.0331 3.7890 -0.07 0.02 0.00
O -3.4122 -3.1234 0.9242 0.11 0.07 0.18
O -5.6818 4.2850 -4.5997 0.01 0.18 0.00
O 1.7337 -0.4426 1.9578 0.03 0.05 -0.94
H 2.4913 2.5510 4.7205 -0.01 0.03 -0.01
H -5.1318 -0.0395 -0.7753 0.07 -0.26 0.00
O 2.2307 -4.8782 5.2151 -0.01 0.03 -0.07
Cl 2.2174 -0.9142 -2.7287 -0.31 -0.09 -0.04
H 1.3551 3.4343 -1.9338 -0.02 0.15 0.11
H 4.6975 -1.4096 -3.6351 -0.02 -0.15 -0.04
H 4.7321 -0.5304 1.4313 -0.19 -0.05 0.00
N 5.0074 -2.2207 -1.7148 0.43 -0.66 0.30
H -7.4471 0.6929 -1.5540 -0.01 -0.21 -0.10
H -2.4009 -5.1249 -2.6670 -0.94 0.09 0.60
H -4.2903 2.5554 0.8608 -0.08 0.06 -0.01
O 1.5777 -4.2665 -3.9350 0.21 -0.15 0.26
H -0.0186 6.9518 2.9746 -0.14 -0.15 0.02
H 11.5802 -1.5067 2.3328 -0.13 0.04 0.08
H -6.0771 2.6173 -3.1037 -0.05 0.00 0.10
O -6.6398 6.4180 8.2048 -0.04 0.03 0.02
H -5.1533 4.0363 1.2966 -0.07 -0.14 0.02
H -0.3777 1.3745 -0.6083 0.23 -0.06 0.22
H -4.5688 3.8411 -0.3596 0.11 -0.09 0.10
H -7.4182 4.7968 5.7317 0.00 -0.05 0.00
H 12.8812 -3.2822 1.2047 -0.16 0.03 -0.13
H -9.9041 0.5150 -1.5708 -0.11 -0.06 0.04
C 0.1682 -1.3065 -1.0277 0.32 -0.12 -0.11
O -11.3406 -0.1747 0.2772 -0.29 0.16 0.23
H -3.3016 -3.2050 1.8796 -0.01 0.00 -0.03
H 14.0341 -3.2335 0.1966 0.02 -0.04 -0.01
H -0.9359 -1.8074 -2.7946 0.27 0.05 -0.08
C -3.3038 -1.4675 -2.2097 -0.24 0.69 0.48
H -10.8833 0.0808 1.0863 0.08 -0.07 -0.04
H -4.9916 -1.3349 -3.5414 -0.04 0.15 0.02
C 2.8128 -3.0313 -0.6860 -0.09 0.16 0.33
H -7.2293 3.4389 3.9175 0.11 -0.07 0.08
H 3.8212 -3.0783 1.7593 -0.19 -0.06 0.14
H 2.0692 -3.2794 -1.4486 0.15 0.01 -0.06
O 1.5427 2.3891 4.6755 0.12 -0.17 0.01
H -2.6684 -3.6117 0.5386 -0.07 -0.06 -0.12
O -8.0408 3.0618 3.5622 -0.12 0.12 0.00
O 11.2023 -2.3877 2.2298 0.52 -0.04 -0.10
O -0.6123 -5.7099 -2.6433 0.33 -0.14 -0.41
H -0.8534 -4.9703 -1.0773 -0.44 0.16 0.48
O 3.7568 4.5434 1.5832 -0.23 0.02 0.03
O -6.9950 2.0534 0.8747 0.16 0.47 0.02
H 2.3678 6.9351 -2.1316 -0.06 -0.21 -0.13
O 1.9410 6.2589 -0.2772 -0.21 0.08 -0.22
H 3.5432 -1.1101 -0.2017 -0.16 0.11 0.03
H -1.2499 5.4929 -2.0779 0.20 -0.02 -0.09
H -2.2334 -0.5092 -0.5828 0.07 -0.01 -0.06
C 0.8531 3.1649 -1.0062 -0.15 -0.60 0.44
H -6.1502 6.9569 8.8334 0.07 -0.03 -0.02
H 3.4763 3.6235 1.4958 0.17 -0.13 -0.04
H -0.2859 -1.1001 -0.0528 -0.01 0.16 -0.06
H 0.2951 -2.3896 -1.0666 -0.17 0.01 0.07
C -5.5781 -0.4006 -1.7106 -0.50 0.24 -0.45
H -0.5342 -1.4653 2.2595 0.09 0.17 0.31
```
Positions in Å, forces in eV/Å.